1.
Density functional theory data (the ωB97M-V functional and the def2-TZVPD basis) for 2 unconnected molecules or ions with the total composition C6H16OS2.

Summary:
- LUMO level (eV) = 0.69
- energy above the lowest of the compared OMol25 structures with the same formula, charge and spin (kcal/mol) = 12.75
- HOMO-LUMO gap (eV) = 9.567
- SMILES string = CCCOC.CSSC
- maximum force (Eh/bohr) = 0.0133
- total energy (eV) = -30199.004
- net charge = 0

Last column: natural (NBO) charge in e.
Positions of all 25 atoms, in Å:
S 1.3286 4.9459 2.7752  0.092
S -0.0782 5.2935 1.3417  0.092
O -0.4963 -2.6844 -0.1969  -0.547
C -0.9773 -2.6070 -1.5302  -0.059
C -0.0618 -1.6983 -2.3274  -0.414
C 1.3601 -2.2448 -2.4310  -0.610
C 2.2358 3.5445 2.0861  -0.762
C -1.3807 4.1279 1.7964  -0.762
C -1.3022 -3.5352 0.5895  -0.248
H -2.2144 4.2718 1.0886  0.229
H -0.0532 -0.7025 -1.8439  0.205
H -2.3425 -3.1727 0.6442  0.164
H 2.6724 3.7909 1.1037  0.224
H 1.9987 -1.5605 -3.0146  0.209
H -1.7506 4.3154 2.8185  0.224
H -0.4985 -1.5782 -3.3375  0.203
H -1.0412 3.0805 1.7317  0.216
H 3.0548 3.3054 2.7852  0.229
H -2.0137 -2.2180 -1.5296  0.165
H -1.3089 -4.5655 0.1957  0.165
H -0.8811 -3.5509 1.6088  0.193
H 1.5975 2.6520 1.9737  0.217
H 1.7961 -2.3603 -1.4244  0.218
H 1.3546 -3.2299 -2.9271  0.200
H -0.9982 -3.6198 -1.9765  0.158

2.
Density functional theory data (the ωB97M-V functional and the def2-TZVPD basis) for 2 unconnected molecules or ions with the total composition C6H16S2.

Summary:
- LUMO level (eV) = 0.88
- energy above the lowest of the compared OMol25 structures with the same formula, charge and spin (kcal/mol) = 18.12
- HOMO-LUMO gap (eV) = 9.243
- SMILES string = CCSC.CCSC
- maximum force (Eh/bohr) = 0.0373
- total energy (eV) = -28151.465
- net charge = 0

Last column: natural (NBO) charge in e.
Positions of all 24 atoms, in Å:
S -0.0054 -2.8527 0.6624  0.189
S 0.4231 3.6928 0.3935  0.219
C 0.0781 1.0268 0.9901  -0.614
C 0.8290 -2.7730 -0.9525  -0.747
C 1.8772 4.5858 -0.0921  -0.763
C -2.5580 -1.9706 -0.0988  -0.613
C 1.0308 2.0380 0.2641  -0.560
C -1.7031 -3.2042 0.1589  -0.538
H 0.3475 -3.4729 -1.6560  0.218
H 0.5611 0.0351 0.9932  0.223
H -2.1364 -1.2767 -0.8453  0.206
H 1.9558 1.8384 0.8385  0.205
H -3.5505 -2.3022 -0.4477  0.206
H 0.8751 -1.7768 -1.4236  0.212
H -2.6829 -1.4290 0.8540  0.208
H -1.6627 -3.7250 -0.8171  0.206
H 2.7551 4.3319 0.5255  0.214
H 1.8585 -3.1195 -0.7607  0.231
H -0.1527 1.3089 2.0311  0.217
H 1.6366 5.6515 0.0598  0.232
H 1.2482 1.8402 -0.8032  0.207
H -2.2936 -3.8337 0.8521  0.227
H 2.1368 4.4314 -1.1529  0.210
H -0.8675 0.9558 0.4269  0.203

3.
Density functional theory data (the ωB97M-V functional and the def2-TZVPD basis) for 2 unconnected molecules or ions with the total composition C6H16SSi.

Summary:
- LUMO level (eV) = 0.18
- energy above the lowest of the compared OMol25 structures with the same formula, charge and spin (kcal/mol) = 70.89
- HOMO-LUMO gap (eV) = 7.407
- maximum force (Eh/bohr) = 0.0677
- total energy (eV) = -25190.960
- net charge = 0

Last column: natural (NBO) charge in e.
Positions of all 24 atoms, in Å:
S -3.4309 -0.3365 -2.0169  -0.177
Si 1.4327 0.0361 0.1506  1.493
C -1.7737 -0.3969 -0.9894  -0.512
C 1.7869 -1.7703 -0.6672  -1.112
C -2.4126 0.8306 1.0570  -0.656
C -1.4757 0.7275 -0.1557  -0.327
C 2.5218 1.4069 -0.5200  -1.134
C 1.2272 -0.1673 2.0792  -1.141
H 2.2201 1.7175 -1.5066  0.257
H 0.7721 0.7370 2.5833  0.251
H 0.4235 -0.9401 2.3067  0.253
H -3.3729 1.0073 0.7436  0.211
H -1.1298 -0.5155 -1.8109  0.208
H 3.5171 1.1301 -0.4568  0.238
H -2.1762 1.5535 1.8514  0.210
H 1.6378 -2.6103 0.1245  0.243
H -2.6276 -0.2709 -3.1803  0.130
H 2.3449 2.2033 0.2106  0.247
H 2.7081 -1.9051 -1.2065  0.237
H -2.3638 -0.0864 1.5908  0.199
H -1.6406 -1.4082 -0.6316  0.209
H -1.4541 1.6791 -0.7832  0.195
H 1.0491 -2.1420 -1.3584  0.244
H 2.2166 -0.4796 2.5858  0.234

4.
Density functional theory data (the ωB97M-V functional and the def2-TZVPD basis) for a molecular structure, C6H17Br2NaO7S2.

Summary:
- LUMO level (eV) = 3.89
- energy above the lowest of the compared OMol25 structures with the same formula, charge and spin (kcal/mol) = 0.00
- HOMO-LUMO gap (eV) = 5.732
- maximum force (Eh/bohr) = 0.0292
- total energy (eV) = -187005.868
- net charge = -2

Last column: natural (NBO) charge in e.
Positions of all 35 atoms, in Å:
Br -25.9376 13.4341 1.0017  -0.966
Br -23.0579 9.2685 0.5889  -0.964
S -22.1838 15.1068 -0.7544  2.408
S -17.3191 13.2270 -0.4618  2.437
Na -23.2490 12.2136 0.8106  0.912
O -17.1108 13.4627 -1.8517  -0.958
O -20.6212 15.3885 -0.5278  -0.726
O -22.2310 13.5598 2.4015  -1.282
O -16.8547 14.1925 0.4799  -0.977
O -18.8145 12.9580 -0.2821  -0.718
O -22.5799 15.8772 -1.8856  -0.968
O -22.2590 13.6875 -0.7935  -0.965
C -19.9837 11.5243 1.3488  -0.646
C -20.1699 16.7295 -0.5190  -0.071
C -22.9096 15.6167 0.7681  -0.968
C -16.6003 11.6653 -0.0622  -0.904
C -19.3545 12.8720 1.0941  -0.098
C -18.6578 16.7131 -0.5947  -0.627
H -20.5168 17.2721 0.3694  0.164
H -18.3458 16.1341 -1.4638  0.225
H -20.1151 13.6451 1.1867  0.253
H -18.5397 13.0849 1.7864  0.173
H -20.7610 11.3356 0.6146  0.250
H -17.0314 11.3103 0.8680  0.244
H -20.5264 11.6061 2.2913  0.261
H -23.9706 15.7780 0.5958  0.273
H -19.2616 10.7078 1.3432  0.181
H -20.5825 17.2844 -1.3688  0.186
H -22.3958 16.5092 1.1188  0.201
H -21.4035 13.7099 2.8738  0.408
H -18.2858 17.7338 -0.7289  0.191
H -15.5329 11.8478 0.0473  0.231
H -16.8040 11.0152 -0.9062  0.248
H -18.2062 16.3065 0.3083  0.227
H -22.7087 14.7635 1.4629  0.364

5.
Density functional theory data (the ωB97M-V functional and the def2-TZVPD basis) for a molecular structure, C6H17BrCaNO2.

Summary:
- LUMO level (eV) = -7.31
- energy above the lowest of the compared OMol25 structures with the same formula, charge and spin (kcal/mol) = 0.00
- HOMO-LUMO gap (eV) = 3.340
- maximum force (Eh/bohr) = 0.0441
- total energy (eV) = -100552.153
- net charge = +1

Last column: natural (NBO) charge in e.
Positions of all 28 atoms, in Å:
Br 5.2203 -1.4317 -0.5791  -0.560
Ca 3.1218 -1.4354 -5.1727  1.535
O 2.4721 1.0511 5.0077  -0.734
O -0.6858 -1.7499 -3.1516  -0.566
N -0.2000 1.0351 -3.7883  -0.852
C -1.5467 -2.8655 -3.5308  -0.267
C -1.5078 -0.7234 -2.6761  -0.068
C 1.4552 0.4295 5.7292  -0.057
C 1.5004 0.7301 7.2643  -0.638
C -1.8523 1.8446 -2.2300  -0.635
C -0.8400 0.6736 -2.5336  -0.068
H 1.8736 1.7176 7.5356  0.224
H -0.8893 1.2374 -4.4983  0.354
H -2.2614 -0.5606 -3.4466  0.156
H -0.1340 0.6081 -1.7057  0.202
H -0.9546 -3.7706 -3.6659  0.188
H 0.5464 0.4618 7.7181  0.212
H -1.2998 2.6824 -1.8045  0.222
H 0.0359 1.9901 -3.5596  0.359
H -2.3935 -3.0879 -2.8816  0.208
H -2.2454 2.2335 -3.1693  0.201
H -2.6870 1.6393 -1.5596  0.232
H 1.4738 -0.6446 5.5448  0.163
H 2.7819 0.5217 4.2693  0.473
H 0.5796 0.9534 5.3459  0.153
H -1.9165 -0.8874 -1.6791  0.185
H -1.7493 -2.6462 -4.5791  0.174
H 2.1025 -0.0061 7.7969  0.204

6.
Density functional theory data (the ωB97M-V functional and the def2-TZVPD basis) for a molecular structure, C6H17ClFNNbO.

Summary:
- LUMO level (eV) = 2.72
- HOMO-LUMO gap (eV) = 6.961
- maximum force (Eh/bohr) = 0.0192
- total energy (eV) = -26825.253
- net charge = -1

Last column: natural (NBO) charge in e.
Positions of all 28 atoms, in Å:
Nb 0.7038 1.7118 -3.3193  1.555
Cl -0.7404 1.1113 -0.1746  -0.183
F 1.5429 0.1459 -3.9398  -0.580
O 1.5676 -1.7488 4.0059  -0.550
N 0.1779 3.4456 -2.5161  -1.159
C -1.0500 -1.4851 -1.9912  -0.624
C 0.4463 -1.2951 4.0205  0.594
C -0.0908 -0.3979 2.9396  -0.723
C -0.5071 -1.6103 5.1558  -0.720
C 0.3158 -1.0209 -1.4645  -0.444
C 0.4989 0.4887 -1.3822  -0.489
H -0.8165 3.5607 -2.3380  0.378
H -1.4051 -2.0922 4.7645  0.225
H 1.1192 -1.3961 -2.1048  0.222
H -1.6632 -0.6298 -2.2753  0.241
H -0.9432 -2.1117 -2.8802  0.200
H -1.5919 -2.0682 -1.2418  0.187
H 0.6509 -0.2232 2.1659  0.252
H -0.3936 0.5585 3.3713  0.228
H 0.6905 3.8447 -1.7389  0.376
H 0.4854 -1.4599 -0.4714  0.176
H -1.0620 1.1525 -3.4281  -0.349
H -0.9789 -0.8356 2.4805  0.239
H 0.0195 2.0435 -4.9542  -0.211
H 2.4117 2.5517 -3.3110  -0.480
H -0.8252 -0.6866 5.6433  0.223
H 1.4593 0.7088 -0.8945  0.190
H -0.0217 -2.2623 5.8785  0.226

The lowest LUMO level belongs to which entry? C6H17BrCaNO2